Record 1
{"formula": "C4H21NO6", "method": "ωB97M-V/def2-TZVPD", "symbols": ["C", "C", "C", "N", "C", "O", "H", "H", "H", "H", "H", "H", "H", "H", "H", "H", "H", "H", "H", "O", "H", "H", "O", "H", "H", "O", "H", "H", "O", "H", "H", "O"], "positions_angstrom": [[0.286, 1.682, -1.219], [0.285, 0.995, 0.200], [-0.983, 0.154, 0.245], [0.250, 1.987, 1.263], [-0.914, 2.807, 1.400], [-0.838, 3.557, 2.607], [-0.454, 2.474, -1.269], [1.284, 2.092, -1.395], [0.090, 0.950, -2.006], [1.232, 0.469, 0.264], [-1.370, 0.018, 1.264], [-1.819, 0.590, -0.290], [-0.876, -0.867, -0.126], [1.113, 2.459, 1.470], [-1.031, 3.646, 0.700], [-1.833, 2.221, 1.444], [-0.700, 2.973, 3.388], [1.562, -3.312, 1.806], [0.741, -1.984, 1.951], [0.959, -2.723, 1.333], [0.893, 0.482, 2.645], [1.241, -0.411, 3.920], [0.929, -0.432, 3.004], [1.762, -1.405, -1.679], [1.609, -2.418, -0.418], [2.031, -2.251, -1.291], [-2.714, -0.861, -3.210], [-1.533, -1.809, -3.459], [-2.254, -1.306, -3.897], [0.708, -3.418, -3.524], [0.401, -3.093, -2.136], [-0.058, -3.267, -2.984]], "nbo_charge": [-0.62, -0.06, -0.64, -0.69, 0.10, -0.73, 0.21, 0.20, 0.21, 0.21, 0.22, 0.21, 0.23, 0.39, 0.16, 0.17, 0.46, 0.48, 0.52, -0.99, 0.50, 0.48, -0.99, 0.47, 0.51, -0.99, 0.46, 0.49, -0.96, 0.47, 0.49, -0.97], "homo_energy_ha": -0.3489, "e_tot_ha": -671.181154, "total_charge": 0, "lumo_energy_ev": 0.2, "multiplicity": 1, "orbital_gap_ev": 9.68, "e_above_lowest_kcal_mol": 25.2}



Record 2
{"formula": "C36H98F3O23", "method": "ωB97M-V/def2-TZVPD", "symbols": ["C", "O", "O", "C", "F", "F", "F", "C", "C", "H", "H", "H", "H", "H", "H", "C", "O", "C", "C", "O", "C", "H", "H", "H", "H", "H", "H", "H", "H", "H", "H", "C", "O", "C", "C", "O", "C", "H", "H", "H", "H", "H", "H", "H", "H", "H", "H", "C", "O", "C", "C", "O", "C", "H", "H", "H", "H", "H", "H", "H", "H", "H", "H", "C", "O", "C", "C", "O", "C", "H", "H", "H", "H", "H", "H", "H", "H", "H", "H", "C", "O", "C", "C", "O", "C", "H", "H", "H", "H", "H", "H", "H", "H", "H", "H", "C", "O", "C", "C", "O", "C", "H", "H", "H", "H", "H", "H", "H", "H", "H", "H", "C", "O", "C", "C", "O", "C", "H", "H", "H", "H", "H", "H", "H", "H", "H", "H", "O", "H", "H", "O", "H", "H", "O", "H", "H", "C", "O", "H", "H", "H", "H", "C", "O", "H", "H", "H", "H", "C", "O", "H", "H", "H", "H", "C", "O", "H", "H", "H", "H"], "positions_angstrom": [[0.802, -0.619, 0.525], [0.093, -0.329, -0.696], [1.595, -1.713, 0.243], [1.409, 0.708, 1.018], [1.990, 0.622, 2.246], [2.285, 1.267, 0.185], [0.415, 1.630, 1.147], [-1.363, -0.191, -0.706], [-1.677, -0.123, -2.193], [-1.475, -1.059, -2.713], [-2.701, 0.194, -2.395], [-1.036, 0.662, -2.596], [-1.697, 0.705, -0.184], [-1.944, -1.084, -0.476], [0.062, -0.889, 1.278], [7.113, -1.838, 2.201], [6.668, -0.615, 1.608], [6.046, 0.226, 2.533], [5.656, 1.515, 1.946], [4.318, 1.308, 1.491], [3.742, 2.477, 0.968], [7.797, -1.563, 3.004], [7.639, -2.416, 1.441], [6.265, -2.410, 2.578], [6.759, 0.467, 3.322], [5.229, -0.304, 3.023], [6.247, 1.732, 1.056], [5.771, 2.388, 2.587], [3.855, 3.232, 1.745], [2.710, 2.363, 0.637], [4.337, 2.919, 0.168], [0.288, 1.491, -4.216], [0.505, 0.124, -3.954], [0.374, -0.745, -5.095], [0.655, -2.205, -4.810], [-0.149, -2.689, -3.774], [0.299, -3.952, -3.319], [1.025, 1.877, -4.920], [0.403, 2.072, -3.301], [-0.715, 1.714, -4.582], [1.137, -0.388, -5.787], [-0.572, -0.481, -5.567], [1.709, -2.291, -4.547], [0.625, -2.697, -5.783], [1.034, -3.731, -2.544], [0.846, -4.496, -4.089], [-0.468, -4.509, -2.780], [4.196, -1.536, 4.269], [2.813, -1.952, 4.159], [2.192, -1.539, 2.944], [0.814, -2.096, 2.882], [0.769, -3.458, 3.224], [-0.518, -4.041, 3.238], [4.195, -0.450, 4.371], [4.776, -1.916, 3.429], [4.617, -1.954, 5.184], [2.675, -1.982, 2.073], [2.204, -0.456, 2.817], [0.260, -1.850, 1.976], [0.236, -1.567, 3.641], [-1.048, -3.573, 4.068], [-0.418, -5.091, 3.511], [-1.029, -3.932, 2.281], [1.240, 2.825, -1.532], [2.602, 2.414, -1.711], [3.515, 3.493, -1.693], [4.857, 2.929, -1.997], [5.408, 2.022, -1.028], [6.538, 1.251, -1.559], [0.552, 2.036, -1.836], [0.999, 3.772, -2.014], [1.060, 2.973, -0.467], [3.612, 3.867, -0.674], [3.285, 4.339, -2.340], [5.594, 3.721, -2.131], [4.732, 2.515, -2.998], [7.258, 1.922, -2.027], [6.213, 0.556, -2.333], [6.893, 0.781, -0.642], [-6.430, -0.523, 2.231], [-5.638, -1.450, 1.557], [-6.065, -1.556, 0.176], [-4.997, -2.429, -0.599], [-3.673, -1.987, -0.621], [-2.939, -2.326, 0.543], [-6.621, 0.403, 1.690], [-5.877, -0.435, 3.166], [-7.370, -1.037, 2.433], [-6.096, -0.582, -0.312], [-7.083, -1.940, 0.246], [-5.366, -2.491, -1.622], [-4.996, -3.488, -0.338], [-2.004, -1.767, 0.583], [-2.724, -3.393, 0.599], [-3.377, -2.059, 1.505], [-5.553, 3.173, -1.758], [-5.032, 2.234, -0.764], [-3.606, 2.215, -0.609], [-3.109, 3.347, 0.291], [-1.755, 3.062, 0.787], [-0.774, 3.235, -0.224], [-6.641, 3.238, -1.770], [-5.173, 2.964, -2.758], [-5.226, 4.179, -1.494], [-3.005, 2.205, -1.518], [-3.416, 1.284, -0.075], [-3.791, 3.534, 1.120], [-3.096, 4.259, -0.306], [-0.994, 2.617, -1.094], [0.243, 2.971, 0.065], [-0.794, 4.271, -0.563], [-4.040, 0.973, 1.681], [-3.387, 0.685, 2.950], [-1.952, 0.748, 2.884], [-1.320, -0.639, 2.612], [-1.172, -1.378, 3.807], [-2.380, -1.889, 4.279], [-3.927, 0.250, 0.874], [-3.768, 1.967, 1.326], [-5.121, 1.059, 1.793], [-1.674, 1.053, 3.893], [-1.611, 1.446, 2.119], [-0.273, -0.450, 2.375], [-1.782, -1.183, 1.788], [-2.164, -2.638, 5.040], [-3.105, -2.281, 3.566], [-2.923, -1.115, 4.821], [3.698, 0.469, -1.307], [2.996, 1.096, -1.481], [4.473, 1.012, -1.162], [3.544, -0.446, 0.781], [2.639, -0.184, 0.949], [4.072, 0.265, 1.146], [1.570, -1.165, -2.316], [1.235, -0.872, -3.164], [0.874, -0.950, -1.696], [-2.776, -2.398, -2.853], [-3.140, -3.276, -1.818], [-1.808, -2.678, -3.267], [-3.511, -2.410, -3.658], [-2.744, -1.370, -2.492], [-3.245, -2.802, -0.989], [0.434, 2.882, 2.842], [1.151, 3.471, 3.941], [-0.599, 3.228, 2.855], [0.820, 3.208, 1.876], [0.329, 1.802, 2.942], [0.815, 3.061, 4.742], [-0.733, -3.411, -0.635], [-0.234, -3.096, 0.652], [-1.489, -2.692, -0.950], [0.118, -3.320, -1.310], [-1.039, -4.448, -0.776], [0.321, -2.318, 0.559], [-2.919, 1.184, -3.552], [-3.695, 1.473, -4.745], [-3.612, 0.936, -2.748], [-2.362, 0.263, -3.721], [-2.170, 1.910, -3.238], [-4.436, 0.863, -4.783]], "lowdin_charge": [-0.37, -0.06, -0.08, -0.43, 0.14, 0.01, -0.02, -0.12, -0.18, 0.08, 0.01, 0.06, 0.11, 0.07, 0.06, -0.07, -0.16, -0.23, -0.11, -0.10, -0.06, 0.08, 0.09, 0.07, 0.13, 0.07, 0.12, 0.13, 0.11, 0.04, 0.06, -0.08, -0.24, -0.13, -0.21, -0.22, -0.09, 0.10, 0.05, 0.08, 0.13, 0.13, 0.13, 0.13, 0.09, 0.09, 0.09, -0.09, -0.15, -0.15, -0.23, -0.10, -0.09, 0.09, 0.06, 0.09, 0.13, 0.03, 0.05, 0.08, 0.05, 0.09, 0.08, -0.08, -0.16, -0.18, -0.16, -0.28, 0.00, 0.08, 0.13, 0.03, 0.11, 0.14, 0.13, 0.14, 0.09, 0.11, 0.09, -0.15, -0.21, -0.11, -0.09, -0.13, -0.07, 0.08, 0.11, 0.09, 0.11, 0.12, 0.14, 0.15, 0.04, 0.14, 0.10, -0.05, -0.16, -0.25, -0.15, -0.17, -0.12, 0.08, 0.08, 0.08, 0.09, 0.06, 0.14, 0.12, 0.09, 0.01, 0.12, -0.10, -0.14, -0.12, -0.18, -0.21, -0.11, 0.09, 0.03, 0.07, 0.14, 0.08, 0.08, 0.10, 0.09, 0.10, 0.09, -0.04, -0.03, -0.08, -0.04, -0.02, -0.18, -0.03, -0.04, -0.05, -0.14, -0.17, 0.07, 0.09, 0.03, -0.29, -0.14, -0.09, 0.09, 0.09, 0.08, 0.07, -0.12, -0.15, 0.05, 0.06, 0.11, -0.03, -0.20, -0.09, 0.09, 0.08, 0.10, 0.07], "homo_energy_ha": -0.1279, "e_tot_ha": -3458.722092, "total_charge": -1, "lumo_energy_ev": 1.9, "multiplicity": 1, "orbital_gap_ev": 5.41}



Record 3
{"formula": "C33H44BBeIN6OS", "method": "ωB97M-V/def2-TZVPD", "symbols": ["Be", "C", "C", "C", "C", "C", "C", "N", "N", "B", "N", "C", "C", "C", "N", "C", "C", "C", "N", "C", "C", "C", "N", "C", "C", "C", "H", "H", "H", "H", "H", "H", "H", "H", "H", "H", "H", "H", "H", "H", "H", "H", "H", "H", "H", "H", "H", "H", "H", "H", "H", "H", "H", "H", "I", "C", "H", "H", "O", "S", "C", "C", "C", "C", "C", "C", "C", "C", "C", "C", "C", "C", "C", "C", "H", "H", "H", "H", "H", "H", "H", "H", "H", "H", "H", "H", "H", "H"], "positions_angstrom": [[-0.195, -0.720, 0.469], [5.007, -3.878, -1.931], [5.489, -3.753, -0.474], [5.068, -4.809, 0.510], [5.074, -2.415, 0.154], [5.325, -1.981, 1.478], [4.557, -0.872, 1.681], [3.873, -0.579, 0.434], [4.339, -1.502, -0.511], [2.740, 0.391, 0.299], [1.860, 0.221, -0.964], [2.272, 0.401, -2.268], [1.425, -0.267, -3.091], [0.451, -0.908, -2.200], [0.767, -0.602, -0.904], [-0.696, -1.671, -2.649], [-0.429, -2.066, -4.168], [-1.991, -0.839, -2.672], [1.925, 0.515, 1.583], [2.185, 1.265, 2.711], [1.561, 0.659, 3.771], [0.912, -0.462, 3.225], [1.012, -0.463, 1.847], [0.240, -1.612, 3.891], [-1.315, -1.522, 3.669], [0.855, -2.995, 3.530], [5.587, -4.632, -2.485], [3.935, -4.015, -2.053], [5.213, -2.863, -2.339], [6.578, -3.761, -0.527], [3.983, -4.821, 0.870], [5.186, -5.821, 0.087], [5.693, -4.589, 1.411], [5.867, -2.493, 2.240], [4.295, -0.349, 2.542], [3.333, 1.475, 0.172], [3.077, 1.127, -2.455], [1.493, -0.315, -4.124], [-0.901, -2.520, -2.078], [-0.123, -1.238, -4.835], [0.359, -2.823, -4.242], [-1.389, -2.507, -4.556], [-1.911, 0.075, -3.300], [-2.743, -1.541, -3.024], [-2.192, -0.507, -1.668], [2.810, 2.105, 2.615], [1.517, 1.027, 4.802], [0.472, -1.383, 4.919], [-1.593, -1.166, 2.661], [-1.732, -2.542, 3.846], [-1.744, -0.908, 4.473], [0.356, -3.767, 4.195], [0.805, -3.271, 2.477], [1.938, -3.073, 3.876], [-2.839, -3.073, 0.040], [-0.829, -2.499, 0.422], [-0.188, -2.914, -0.413], [-0.729, -3.168, 1.240], [-1.438, 0.301, 0.492], [-1.414, 1.834, 0.949], [-3.253, 2.173, 1.301], [-4.261, 1.906, 0.223], [-5.284, 2.814, 0.055], [-6.288, 2.641, -0.893], [-6.158, 1.548, -1.772], [-5.199, 0.559, -1.480], [-4.257, 0.659, -0.464], [-1.179, 2.635, -0.704], [-1.440, 4.139, -0.595], [-2.649, 4.613, -1.130], [-2.921, 5.964, -1.170], [-2.042, 6.847, -0.570], [-0.964, 6.383, 0.121], [-0.584, 5.055, 0.043], [-3.256, 3.250, 1.431], [-3.522, 1.544, 2.198], [-5.349, 3.731, 0.692], [-7.195, 3.277, -0.912], [-6.844, 1.466, -2.656], [-5.281, -0.436, -1.884], [-3.626, -0.175, -0.202], [-1.926, 2.206, -1.398], [-0.167, 2.415, -1.053], [-3.307, 3.896, -1.686], [-3.818, 6.284, -1.703], [-2.312, 7.936, -0.640], [-0.327, 7.077, 0.690], [0.365, 4.667, 0.508]], "lowdin_charge": [-0.03, -0.08, -0.39, -0.09, -0.28, -0.05, -0.03, 0.00, 0.13, -0.61, 0.01, -0.05, 0.01, -0.19, 0.08, -0.37, -0.06, -0.09, -0.01, -0.06, 0.00, -0.23, 0.13, -0.34, -0.05, -0.06, 0.07, 0.07, 0.07, 0.13, 0.10, 0.08, 0.08, 0.09, 0.08, 0.11, 0.14, 0.07, 0.05, 0.07, 0.08, 0.09, 0.10, 0.07, 0.00, 0.11, 0.12, 0.12, 0.04, 0.09, 0.07, 0.09, 0.05, 0.09, 0.77, -0.64, -0.01, -0.11, -0.53, 1.12, -0.22, -0.29, -0.09, -0.08, -0.07, -0.07, -0.04, -0.23, -0.27, -0.06, -0.08, -0.10, -0.10, -0.04, 0.08, 0.13, 0.13, 0.11, 0.12, 0.10, 0.03, 0.10, 0.10, 0.13, 0.11, 0.13, 0.12, 0.13], "homo_energy_ha": -0.2858, "e_tot_ha": -2423.190109, "total_charge": 0, "lumo_energy_ev": 0.2, "multiplicity": 1, "orbital_gap_ev": 7.99}